Entry 1:
{
  "formula": "C4H5NO",
  "method": "wB97M-V/def2-TZVPD",
  "elements": ["C", "C", "C", "C", "N", "O", "H", "H", "H", "H", "H"],
  "xyz": [[0.099, 0.019, 0.177], [-0.482, 0.612, -0.912], [0.651, -1.165, -1.452], [-0.154, 0.501, 1.589], [0.753, -1.105, -0.202], [-0.002, -0.063, -1.981], [-1.128, 1.353, -1.174], [1.073, -2.007, -1.938], [0.721, 0.473, 2.066], [-0.985, -0.114, 2.152], [-0.544, 1.497, 1.675]],
  "smiles": "Cc1cocn1",
  "orbital_gap_ev": 10.1,
  "e_above_lowest_kcal_mol": 28.9,
  "homo_energy_ev": -9.07,
  "total_charge": 0
}

***

Entry 2:
{
  "formula": "H35O17",
  "method": "wB97M-V/def2-TZVPD",
  "elements": ["O", "H", "H", "O", "H", "H", "O", "H", "H", "O", "H", "H", "O", "H", "O", "H", "H", "O", "H", "H", "O", "H", "H", "O", "H", "H", "O", "H", "H", "O", "H", "H", "O", "H", "H", "O", "H", "H", "O", "H", "H", "O", "H", "H", "O", "H", "H", "O", "H", "H", "H", "H"],
  "xyz": [[0.638, 0.135, -3.046], [-1.743, -2.002, 0.431], [1.426, -0.255, -3.482], [-0.815, -1.570, 0.582], [0.632, 2.775, -1.241], [-0.298, -3.378, 3.315], [-1.800, -3.049, -1.747], [-2.154, -2.221, -2.098], [3.524, 1.991, 0.003], [-4.058, 0.047, 0.167], [-3.265, 0.364, -0.276], [3.438, -1.331, -3.903], [3.788, 2.467, -0.789], [2.481, -4.490, 1.563], [-1.502, 0.518, 1.678], [-1.478, 0.762, 2.637], [-0.731, -0.870, -4.469], [2.717, 3.809, 2.394], [-1.477, 1.340, 1.161], [1.397, 2.963, -3.994], [2.081, -3.620, 1.507], [0.973, 0.024, -2.151], [2.722, -2.921, 1.630], [0.054, 2.711, -0.466], [-1.691, -2.914, 3.631], [0.497, 3.377, 0.081], [-1.642, -0.689, -4.699], [-1.738, 2.038, -1.152], [-1.904, 0.220, -4.536], [-1.073, 0.449, 4.269], [3.197, 0.338, 3.799], [-3.144, -3.190, 0.068], [0.707, 3.143, -3.357], [-0.503, 1.002, 4.806], [-0.185, 2.942, -3.631], [3.607, -0.046, 3.012], [4.499, 0.302, 3.117], [3.428, 4.306, 1.970], [-3.369, -2.389, 0.548], [3.126, 3.318, 3.111], [-1.121, -0.743, 1.188], [2.740, -1.688, -3.352], [-2.346, -3.688, -2.218], [-0.652, -2.272, 1.248], [-0.867, -2.600, 3.234], [-4.132, -1.826, 0.327], [-3.977, 0.413, 1.051], [-2.648, 2.292, -0.948], [-2.653, 3.250, -1.034], [3.990, 3.392, -0.643], [-0.951, -0.495, 4.408], [2.256, -2.439, -3.704]],
  "orbital_gap_ev": 10.5,
  "e_above_lowest_kcal_mol": 56.1,
  "homo_energy_ev": -13.07,
  "total_charge": 1
}

***

Entry 3:
{
  "formula": "C2H7N3S",
  "method": "wB97M-V/def2-TZVPD",
  "elements": ["C", "C", "H", "H", "H", "H", "H", "H", "H", "N", "N", "N", "S"],
  "xyz": [[-0.376, -0.804, -0.608], [-0.297, -0.511, 0.766], [0.749, -0.748, -2.470], [1.828, -0.853, -1.117], [-0.762, -1.876, -1.035], [-1.251, 0.049, -0.886], [0.181, -0.618, 2.687], [0.464, 1.374, 1.691], [-1.006, 2.763, 0.109], [0.852, -0.413, -1.488], [-0.020, -1.216, 1.783], [-0.313, 0.877, 0.962], [-0.050, 1.975, -0.392]],
  "smiles": "[H]/N=C(/CN)NS",
  "orbital_gap_ev": 9.5,
  "e_above_lowest_kcal_mol": 73.9,
  "homo_energy_ev": -8.78,
  "total_charge": 0
}

***

Entry 4:
{
  "formula": "C5H8N2O",
  "method": "wB97M-V/def2-TZVPD",
  "elements": ["C", "C", "C", "C", "C", "H", "H", "H", "H", "H", "H", "H", "H", "N", "N", "O"],
  "xyz": [[-1.138, 0.109, 0.204], [-0.421, 1.160, -0.618], [0.809, 0.649, 0.099], [-0.290, 0.579, 1.313], [1.039, -0.606, -0.437], [-0.850, -2.792, -0.702], [-2.236, 0.041, 0.409], [-0.638, 2.203, -0.146], [-0.580, 1.231, -1.754], [1.755, 1.337, 0.134], [-0.793, 1.635, 1.642], [-0.213, 0.080, 2.422], [2.735, -0.997, -1.035], [-0.424, -0.992, -0.522], [1.837, -1.347, -1.096], [-0.592, -2.292, 0.085]],
  "orbital_gap_ev": 10.0,
  "e_above_lowest_kcal_mol": 129.1,
  "homo_energy_ev": -9.05,
  "total_charge": 0
}

***

Entry 5:
{
  "formula": "C16H23N2S",
  "method": "wB97M-V/def2-TZVPD",
  "elements": ["C", "C", "H", "H", "N", "H", "C", "C", "C", "C", "C", "C", "H", "H", "C", "N", "H", "C", "C", "C", "C", "C", "S", "H", "H", "H", "H", "H", "H", "H", "H", "H", "C", "C", "H", "H", "H", "H", "H", "H", "H", "H"],
  "xyz": [[5.464, 0.395, -0.580], [4.119, 0.918, -0.109], [4.187, 1.308, 0.907], [3.788, 1.727, -0.766], [3.058, -0.132, -0.135], [3.161, -0.643, -1.022], [1.721, 0.481, -0.173], [0.990, 0.412, -1.347], [-0.255, 1.012, -1.418], [-0.782, 1.671, -0.315], [-0.034, 1.728, 0.857], [1.216, 1.147, 0.934], [1.780, 1.217, 1.851], [-0.453, 2.224, 1.717], [-2.143, 2.315, -0.326], [-2.899, 1.835, 0.822], [-3.499, 2.562, 1.194], [-3.709, 0.655, 0.544], [-2.896, -0.471, 0.001], [-2.948, -0.992, -1.254], [-2.060, -2.074, -1.450], [-1.340, -2.358, -0.338], [-1.735, -1.312, 0.975], [-0.623, -3.141, -0.193], [-1.975, -2.616, -2.374], [-3.614, -0.630, -2.016], [-4.174, 0.358, 1.489], [-4.511, 0.863, -0.186], [-2.650, 2.116, -1.281], [-2.007, 3.396, -0.233], [-0.820, 0.954, -2.334], [1.382, -0.111, -2.208], [3.202, -1.133, 0.958], [2.181, -2.246, 0.813], [2.332, -2.974, 1.605], [2.290, -2.759, -0.140], [1.169, -1.859, 0.897], [4.213, -1.540, 0.915], [3.071, -0.622, 1.911], [5.392, -0.032, -1.579], [5.878, -0.349, 0.095], [6.167, 1.222, -0.624]],
  "smiles": "CC[NH+](CC)c1ccc(CNCc2cccs2)cc1",
  "orbital_gap_ev": 8.9,
  "e_above_lowest_kcal_mol": 0.0,
  "homo_energy_ev": -11.30,
  "total_charge": 1
}

***

Entry 6:
{
  "formula": "C4H6O2",
  "method": "wB97M-V/def2-TZVPD",
  "elements": ["O", "C", "C", "C", "O", "C", "H", "H", "H", "H", "H", "H"],
  "xyz": [[-2.101, -0.140, 0.234], [-0.793, 0.043, 0.258], [0.220, -1.081, 0.302], [1.265, -0.300, -0.577], [1.186, -0.305, -1.798], [-0.063, 1.172, 0.016], [-2.504, 0.723, 0.038], [0.389, 1.186, 0.998], [0.517, -1.463, 1.289], [-0.127, -1.904, -0.327], [2.178, 0.050, -0.052], [-0.223, 2.056, -0.585]],
  "smiles": "C=C(O)CC=O",
  "orbital_gap_ev": 8.6,
  "e_above_lowest_kcal_mol": 92.7,
  "homo_energy_ev": -8.11,
  "total_charge": 0
}

***

It is found that the E values, taken in the order of the records, are -285.368460, -1299.819588, -642.734869, -379.882387, -1130.944875, -306.358509 Ha.